Computed, not measured: a 13-piece molecular cluster, C44H96N8O13 overall in a non-equilibrium geometry, with wB97M-V/def2-TZVPD.

The geometry in ORCA input format:
```
! wB97M-V def2-TZVPD RIJCOSX def2/J DEFGRID3
* xyz 0 1
O -9.702 -1.924 2.335
O -5.052 5.116 -1.406
O -1.048 -1.934 -7.963
O 7.169 -1.154 1.906
O 1.124 9.508 0.435
O 3.389 -5.114 -0.756
O 1.202 2.937 -3.162
O 1.507 1.677 6.950
O -2.245 -1.742 -0.200
O -5.466 6.621 4.134
O 4.430 -2.003 -5.495
O -4.810 -9.216 -2.752
O 5.962 -3.074 7.450
N -5.059 4.814 5.498
N -8.591 -1.990 0.341
N -4.906 7.222 -2.297
N -1.144 0.076 0.762
N -1.590 -3.321 -6.270
N -0.057 3.444 -5.008
N 4.471 -4.216 6.152
N 6.987 1.097 1.727
C -5.281 8.629 -2.123
C -5.298 6.319 -1.363
C 4.383 -7.244 -0.873
C 1.247 7.177 0.881
C -3.413 -8.264 -1.134
C 0.896 3.731 -4.043
C -3.950 6.911 -3.403
C -1.152 1.458 1.290
C -0.724 -2.753 -7.120
C 3.690 1.937 6.181
C 5.937 -0.330 -4.739
C -0.998 2.341 -4.767
C -0.147 4.226 -6.268
C -3.054 -3.324 -6.506
C -4.593 -7.981 -2.081
C 2.842 1.242 7.219
C 5.375 -3.227 6.364
C 2.931 -7.388 -0.529
C -2.716 -9.425 -1.823
C 0.214 -0.580 0.864
C 4.444 -5.827 -1.441
C 6.590 -0.191 1.425
C -0.166 7.743 1.087
C 6.653 -1.585 -5.114
C 3.859 -4.484 4.834
C -1.214 -4.350 -5.315
C 2.290 -5.992 -0.464
C 4.452 -0.723 -4.867
C 5.711 -2.286 -6.058
C 2.727 2.918 5.488
C -8.350 -1.352 -0.945
C -7.754 -3.182 0.587
C -4.520 4.407 6.801
C -9.444 -1.448 1.223
C -3.844 -10.207 -2.449
C -5.214 3.759 4.497
C 1.930 8.309 0.151
C 6.235 2.252 1.248
C 1.580 3.003 6.459
C 0.035 9.180 1.360
C 8.135 1.489 2.518
C -5.166 6.106 5.191
C -2.217 -0.573 0.231
C 4.054 -5.098 7.256
H 0.459 -0.693 1.920
H -4.344 -10.840 -1.715
H -3.263 -2.269 -6.685
H -9.176 -0.714 -1.260
H 0.269 -1.543 0.356
H -3.784 5.843 -3.546
H 1.257 4.752 -4.244
H -1.686 -4.163 -4.351
H 0.977 0.064 0.427
H -0.662 1.659 -3.986
H -0.077 3.557 -7.125
H -3.633 3.797 6.631
H -5.836 8.929 -3.012
H -5.911 2.950 4.716
H -4.452 9.290 -1.874
H 7.942 1.585 3.586
H 0.310 -3.055 -6.891
H -1.518 -5.308 -5.737
H -3.592 -3.598 -5.598
H 0.641 3.278 5.979
H 6.246 0.067 -3.772
H -0.850 9.727 1.037
H 1.796 3.720 7.250
H -2.921 7.250 -3.284
H 5.709 -0.147 0.766
H 2.453 -7.927 -1.347
H 4.455 -3.927 4.112
H -0.666 7.207 1.894
H -4.917 6.731 6.062
H -5.979 8.680 -1.288
H 4.063 1.185 5.486
H -2.107 -9.996 -1.122
H 5.815 -1.872 -7.061
H -3.737 -8.463 -0.113
H -3.087 0.098 0.155
H 1.948 8.088 -0.916
H 2.806 -4.205 4.807
H 2.997 1.627 8.227
H 1.698 7.000 1.857
H -2.070 1.926 0.935
H -6.697 -2.958 0.725
H -5.250 3.762 7.291
H 8.487 2.454 2.154
H -0.169 -4.458 -5.022
H 4.471 2.406 6.780
H 4.706 -8.005 -1.584
H 4.528 -6.032 6.953
H -7.380 -0.858 -0.907
H -0.310 1.982 0.839
H 6.873 2.761 0.525
H -5.698 4.133 3.595
H 5.856 -3.356 -6.212
H 5.417 -5.358 -1.293
H 4.212 -5.867 -2.505
H -5.908 6.872 -0.632
H 3.913 -0.716 -3.920
H -0.752 7.560 0.186
H 6.853 -2.234 -4.260
H 3.985 -5.532 4.558
H 3.156 3.920 5.449
H -2.030 -8.981 -2.545
H 2.978 -5.225 7.376
H 8.923 0.736 2.502
H 2.941 0.157 7.258
H -4.295 -7.138 -2.704
H 7.602 -1.311 -5.573
H 2.374 2.557 4.521
H 6.104 0.413 -5.519
H -8.228 -2.024 -1.795
H 4.030 0.001 -5.564
H -4.254 3.263 4.353
H -8.077 -3.748 1.461
H -1.910 2.727 -4.310
H 5.592 -2.605 5.483
H 0.240 9.368 2.414
H 1.850 -5.791 0.513
H 5.030 -7.435 -0.017
H 0.566 5.043 -6.377
H 2.946 8.324 0.544
H -5.503 -7.716 -1.544
H -2.843 -7.346 -0.993
H 5.339 2.109 0.644
H 5.900 2.962 2.003
H 4.432 -5.011 8.275
H -7.793 -3.966 -0.169
H 2.878 -7.987 0.381
H 1.512 -5.751 -1.189
H -3.382 -4.125 -7.168
H 1.222 6.253 0.304
H -3.444 -10.709 -3.329
H -1.342 1.792 -5.644
H -4.312 5.219 7.497
H -4.457 7.310 -4.282
H -1.140 4.674 -6.215
H -1.022 1.520 2.370
H -9.860 -0.469 0.937
*
```

Highest occupied orbital energy, eV: -9.2
E_tot, hartree: -3150.0312
F_max, eV/A: 2.51
LUMO level, eV: -0.09
Frontier orbital gap, eV: 9.14